Here is a structure of composition H52HfO26 in a non-equilibrium geometry from OMol25. Energies are from ωB97M-V/def2-TZVPD.

```
79
Properties=species:S:1:pos:R:3:forces:R:3
Hf -0.34167 -0.01351 -0.01166 0.963 -0.550 0.287
O -0.46901 3.64817 2.00770 -0.107 0.146 -0.059
H -1.20952 3.97587 2.51809 -0.255 0.065 0.292
H 0.01003 4.43495 1.74748 0.242 0.507 -0.096
O -1.04698 -2.12661 1.36138 -0.018 0.516 -0.936
H -0.67466 -2.35770 2.21238 0.496 0.645 0.895
H -1.53953 -2.90328 1.09603 -0.352 -0.046 -0.546
O 2.84535 -0.27496 -3.50829 -0.389 0.001 0.211
H 3.46397 0.39930 -3.78920 0.316 0.276 -0.170
H 3.01529 -1.01460 -4.09163 0.075 -0.095 -0.356
O 0.89295 1.67859 1.09477 -0.091 -2.185 -0.366
H 0.50035 2.40810 1.57427 -1.172 0.602 0.336
H 1.79014 1.96210 0.91897 0.913 0.277 -0.763
O -4.38692 -1.38097 0.71951 0.241 0.369 -0.053
H -4.94140 -1.80990 1.37128 -0.194 -0.485 0.195
H -4.99173 -0.84825 0.20312 -0.471 0.184 -0.164
O 1.59868 3.08606 -2.83235 -0.094 -0.239 0.238
H 1.94045 2.91538 -3.71001 -0.063 0.063 -0.455
H 2.25162 3.65692 -2.42736 0.090 0.337 -0.017
O 3.02554 3.22673 0.59144 -0.217 -0.329 0.152
H 3.22676 3.63957 -0.24839 0.074 0.241 -0.187
H 3.88072 3.01620 0.96637 0.331 0.363 0.254
O -2.56006 3.83999 -1.37834 0.087 -0.387 0.306
H -2.36851 4.35014 -2.16529 -0.039 0.380 -0.434
H -2.68691 4.49545 -0.69240 -0.220 0.437 0.245
O -0.62929 -0.05164 -2.61540 0.661 -0.200 0.780
H -0.02890 -0.30860 -3.31520 0.504 -0.205 0.043
H -1.42277 0.22937 -3.07109 -0.967 0.694 0.124
O -2.95440 1.33537 -2.83551 0.249 -0.362 0.134
H -3.76458 0.91968 -3.13053 -0.403 -0.105 -0.177
H -3.03487 2.24606 -3.11908 -0.087 0.261 -0.172
O 2.88228 -0.24792 3.41312 -0.235 0.168 -0.418
H 2.87209 0.24316 4.23468 -0.110 -0.045 0.535
H 3.80139 -0.24938 3.14578 0.380 -0.097 -0.005
O -0.40941 2.24709 -1.16714 0.024 -1.419 1.005
H 0.14137 2.58650 -1.87259 1.050 -0.189 -0.668
H -1.15736 2.84372 -1.13840 -0.796 0.498 0.122
O 1.43600 -1.01627 1.21615 -1.287 1.474 -1.041
H 1.67494 -1.94123 1.27618 -0.476 -1.520 -0.408
H 1.91700 -0.59735 1.92986 0.295 0.847 0.955
O -2.08976 -2.55996 -3.28915 -0.025 0.103 0.361
H -2.95461 -2.47754 -3.69099 -0.436 -0.251 -0.281
H -1.47885 -2.52553 -4.02525 0.181 -0.059 -0.241
O 0.40157 1.60314 4.07837 -0.023 -0.301 0.127
H 0.09377 2.47985 4.30829 -0.106 0.351 0.352
H 1.20737 1.75363 3.58414 0.459 0.011 -0.065
O 1.69827 -3.69280 1.22854 0.124 0.323 0.172
H 2.61466 -3.94492 1.11497 0.404 -0.303 0.168
H 1.20821 -4.32736 0.70566 -0.222 -0.098 -0.198
O 0.42538 -2.08813 -1.09025 -0.687 2.027 0.532
H -0.06886 -2.90739 -1.11825 -0.576 -0.916 0.217
H 1.26673 -2.30152 -1.49378 1.057 -0.104 -0.011
O 1.74961 0.36461 -1.12262 -2.035 0.137 0.612
H 1.98334 0.14159 -2.02366 0.004 -0.256 -1.073
H 2.58597 0.39402 -0.65800 0.778 -0.023 1.045
O 3.91120 0.34572 0.56037 -0.258 0.052 -0.003
H 4.50699 1.03279 0.85904 0.313 0.144 -0.049
H 4.47710 -0.40929 0.39926 0.313 -0.411 -0.127
O -0.97029 0.43554 2.25109 -0.362 -1.083 -2.497
H -1.88185 0.48119 2.53954 -0.940 -0.273 0.048
H -0.47202 0.82993 2.96693 1.285 0.593 1.093
O 2.92242 -3.05838 -2.08118 -0.438 0.455 0.144
H 3.42756 -3.87082 -2.04940 0.185 -0.410 0.072
H 3.00268 -2.76119 -2.98753 0.224 -0.098 -0.184
O -0.29455 -4.64815 -1.36684 0.041 0.339 0.221
H -0.14679 -5.50526 -0.96716 -0.116 -0.426 0.150
H -0.20726 -4.80364 -2.30729 -0.109 -0.167 -0.405
O -2.42309 1.23922 0.19910 1.297 -0.534 -0.669
H -3.07302 1.16678 0.89809 -0.533 -0.458 1.144
H -2.69901 2.00346 -0.30689 0.008 0.248 -0.870
O -3.67248 1.08526 2.57797 0.288 0.042 -0.268
H -4.41541 0.54642 2.84986 -0.310 -0.383 0.116
H -3.82744 1.93420 2.99212 -0.117 0.402 0.287
O -2.23362 -1.40982 -0.79600 1.390 0.975 0.183
H -2.21735 -1.84179 -1.65003 0.653 -0.306 -1.236
H -3.12417 -1.54875 -0.47372 -0.692 0.115 1.176
O -0.66332 -2.20626 4.01848 -0.064 0.037 -0.450
H -0.74172 -3.15915 3.97283 -0.077 -0.490 0.456
H -0.37583 -2.03178 4.91466 0.174 0.106 0.335
```
Forces are in eV/Å.

## Properties
Maximum force (eV Å⁻¹): 2.745
HOMO energy (eV): -20.98
Energy relative to the best compared isomer or geometry (same formula, charge and spin) (kJ/mol): 0.0
Charge: +4
HOMO-LUMO gap (eV): 10.93
DFT total energy (Ha): -2034.3674

Results of the Löwdin charge analysis, in e, for atoms 1 through 5: 2.229, -0.004, 0.088, 0.091, -0.085